# 1
# C29H29MoN5O3S2Se3Te

A structure of composition C29H29MoN5O3S2Se3Te at a distorted geometry (ωB97M-V/def2-TZVPD, the OMol25 dataset).

Output
Energy ... -270997.478 eV
Net charge ... 0
HOMO-LUMO gap (spin up / spin down) ... 6.03 / 6.06 eV
Energy above the lowest of the compared OMol25 structures with the same formula, charge and spin ... 17.5 kJ/mol

```
73
Properties=species:S:1:pos:R:3:forces:R:3
Mo -1.006 -0.173 -0.494 0.075 -1.470 -0.042
N 0.967 0.367 -1.490 0.106 0.355 -0.255
C 0.729 0.387 -2.949 -0.051 -0.094 0.036
C 1.821 1.033 -3.801 -0.027 -0.047 -0.021
C 1.699 0.729 -5.305 -0.001 0.029 -0.019
C 1.370 -0.729 -5.652 -0.002 -0.005 0.052
N -0.071 -0.920 -5.517 -0.029 -0.168 -0.019
C -0.693 -2.058 -5.291 0.015 0.123 -0.052
N -2.016 -2.036 -5.023 0.080 -0.009 0.134
N -0.075 -3.242 -5.409 -0.002 -0.043 0.017
C -0.693 0.970 -3.124 0.584 0.078 0.247
O -1.239 0.985 -4.238 -0.121 0.300 0.208
O -1.170 1.404 -2.033 -0.778 -0.185 -0.170
H 1.199 1.297 -1.153 0.097 -0.025 -0.012
H 1.705 -0.276 -1.223 0.027 0.019 -0.018
H 0.677 -0.657 -3.247 0.014 -0.032 0.055
H 2.775 0.637 -3.439 0.025 0.009 -0.020
H 1.851 2.115 -3.655 -0.019 0.007 0.022
H 2.639 0.999 -5.787 0.020 -0.021 -0.005
H 0.929 1.359 -5.754 0.033 0.020 0.001
H 1.912 -1.402 -4.974 -0.002 -0.013 -0.018
H 1.682 -0.959 -6.672 0.010 0.018 -0.023
H -0.591 -0.071 -5.179 0.041 -0.030 -0.058
H -2.375 -1.132 -4.731 0.010 -0.035 -0.034
H -2.357 -2.798 -4.449 -0.031 0.024 -0.039
H 0.930 -3.264 -5.408 -0.015 -0.001 0.003
H -0.536 -4.055 -5.034 0.026 0.003 -0.006
Se -1.956 -1.793 1.287 -0.054 0.291 -0.232
Se -3.520 -3.184 0.228 0.027 0.054 0.055
Te -1.871 -4.290 -1.310 -0.032 -0.065 -0.056
Se -0.455 -2.271 -1.845 -0.121 0.482 0.249
S -3.358 3.214 1.730 -0.021 -0.004 -0.010
C -1.693 3.537 2.090 0.016 -0.026 -0.014
C -1.164 4.557 2.873 -0.003 0.011 0.015
C 0.209 4.651 2.978 0.003 0.003 0.002
C 1.036 3.746 2.306 0.004 -0.019 -0.015
C 0.508 2.730 1.534 0.010 -0.016 0.023
C -0.878 2.609 1.432 -0.027 0.010 -0.014
N -1.585 1.664 0.695 0.087 0.018 -0.029
C -2.873 1.888 0.736 0.050 0.054 0.027
C -3.767 1.097 -0.083 -0.093 0.037 -0.037
C -5.114 1.405 -0.259 0.014 0.002 0.014
C -5.852 0.692 -1.186 -0.006 -0.016 -0.015
C -5.232 -0.308 -1.926 -0.003 0.015 0.027
C -3.896 -0.623 -1.717 0.018 -0.058 0.036
C -3.132 0.061 -0.774 0.025 0.289 0.028
H -1.812 5.261 3.379 0.000 -0.002 -0.003
H 0.648 5.435 3.581 -0.003 -0.002 -0.002
H 2.110 3.840 2.396 -0.004 -0.005 -0.003
H 1.150 2.014 1.043 -0.002 -0.019 0.007
H -5.576 2.211 0.300 0.007 -0.006 0.005
H -6.898 0.922 -1.343 0.002 -0.001 -0.001
H -5.803 -0.857 -2.666 0.004 0.002 -0.001
H -3.451 -1.434 -2.283 0.007 -0.005 -0.010
C 2.688 -2.586 7.480 0.035 -0.032 -0.019
C 4.079 -2.102 7.797 -0.117 0.165 0.054
O 4.621 -2.290 8.852 0.056 -0.095 -0.033
S 4.974 -1.134 6.579 -0.006 0.002 -0.009
C 3.827 -0.960 5.234 0.016 -0.004 0.011
C 2.863 0.043 5.256 -0.009 0.003 -0.003
C 1.968 0.177 4.209 0.009 -0.004 -0.009
C 2.032 -0.685 3.108 -0.008 -0.003 -0.034
C 3.015 -1.678 3.085 0.014 -0.015 0.014
C 3.903 -1.812 4.138 -0.008 -0.004 -0.025
C 1.111 -0.539 2.024 0.077 0.118 0.056
C 0.312 -0.374 1.122 -0.054 0.059 -0.025
H 2.471 -3.425 8.137 -0.019 0.001 0.009
H 2.570 -2.867 6.436 0.002 -0.033 0.014
H 1.979 -1.782 7.688 0.028 0.006 -0.015
H 2.814 0.717 6.102 -0.001 -0.003 -0.001
H 1.213 0.951 4.227 -0.003 0.006 0.003
H 3.066 -2.349 2.237 -0.003 -0.001 0.002
H 4.658 -2.588 4.119 -0.002 0.002 -0.002
```
Forces are in eV/Å.

=====

# 2
# C29H29N2O3PRuS2

A structure of composition C29H29N2O3PRuS2 (ωB97M-V/def2-TZVPD, the OMol25 dataset).

Output
Energy ... -73192.976 eV
Net charge ... +2
Spin multiplicity ... 5
HOMO-LUMO gap (spin up / spin down) ... 6.93 / 6.15 eV
Energy above the lowest of the compared OMol25 structures with the same formula, charge and spin ... 27.9 kJ/mol

```
67
Properties=species:S:1:pos:R:3:forces:R:3
Ru 0.855 0.282 -0.086 -0.176 0.374 0.192
O 1.365 -0.602 3.901 -0.106 0.093 0.027
S 0.632 -0.521 2.689 0.361 -0.217 -0.344
O 1.130 -1.358 1.550 0.269 0.166 0.188
O 0.513 0.848 2.079 0.019 0.141 0.071
C -1.014 -1.073 2.902 -0.254 -0.175 -0.080
C -1.486 -1.333 4.174 -0.073 -0.005 -0.092
C -2.764 -1.867 4.317 0.002 0.001 0.053
C -3.533 -2.152 3.203 -0.027 -0.017 -0.041
C -3.050 -1.893 1.923 -0.092 -0.003 0.061
C -1.790 -1.337 1.761 0.247 0.122 0.150
P -1.210 -1.022 0.074 -0.287 -0.327 -0.196
C -1.196 -2.591 -0.805 -0.088 -0.050 0.032
C -0.373 -3.610 -0.315 0.010 -0.008 0.024
C -0.405 -4.860 -0.908 0.013 0.003 0.003
C -1.242 -5.099 -1.992 -0.001 0.001 -0.008
C -2.061 -4.090 -2.480 0.048 0.044 0.058
C -2.048 -2.836 -1.886 0.025 -0.032 -0.051
C -2.310 0.129 -0.734 -0.064 0.086 -0.010
C -2.124 0.367 -2.105 0.023 0.042 -0.017
C -2.855 1.355 -2.740 -0.002 0.000 0.028
C -3.757 2.123 -2.011 -0.015 0.011 -0.008
C -3.932 1.901 -0.650 0.014 -0.019 0.010
C -3.208 0.912 -0.005 0.000 0.037 -0.049
H -0.858 -1.139 5.033 0.013 -0.008 -0.011
H -3.148 -2.077 5.306 0.006 0.000 -0.002
H -4.516 -2.588 3.323 -0.002 0.009 -0.015
H -3.660 -2.130 1.059 0.005 0.003 0.001
H 0.271 -3.430 0.537 -0.001 0.017 0.003
H 0.215 -5.656 -0.517 -0.003 0.011 -0.003
H -1.267 -6.080 -2.449 0.003 0.004 0.003
H -2.723 -4.282 -3.313 -0.009 0.009 0.006
H -2.711 -2.066 -2.257 -0.009 -0.057 0.043
H -1.422 -0.233 -2.675 0.018 0.049 0.023
H -2.728 1.527 -3.800 0.006 0.000 0.003
H -4.328 2.896 -2.507 0.003 -0.006 0.000
H -4.638 2.500 -0.091 -0.001 -0.004 0.000
H -3.344 0.750 1.056 0.011 -0.003 0.017
S 0.264 2.489 -0.747 0.226 -0.050 0.029
C 1.484 3.460 0.075 -0.066 0.155 0.238
N 2.221 4.301 -0.632 -0.076 0.022 -0.068
C 3.185 5.230 -0.014 -0.045 -0.090 -0.071
C 2.716 5.564 1.389 0.017 0.066 0.035
C 2.493 4.283 2.168 -0.066 -0.084 -0.077
N 1.623 3.390 1.384 0.005 -0.082 -0.070
H 2.001 4.385 -1.613 0.058 -0.004 0.011
H 3.246 6.113 -0.645 -0.020 0.017 0.006
H 4.168 4.757 0.004 0.022 0.015 -0.010
H 1.789 6.137 1.342 0.009 0.009 0.007
H 3.462 6.176 1.894 -0.001 0.004 -0.009
H 1.991 4.473 3.114 -0.002 0.003 0.010
H 3.433 3.773 2.381 0.020 0.007 -0.009
H 1.088 2.674 1.863 -0.006 0.051 0.059
C 2.978 0.505 -0.076 -0.025 -0.270 -0.047
C 2.786 -0.547 -1.043 0.132 -0.062 -0.023
C 2.176 -0.239 -2.290 0.206 -0.021 -0.172
C 1.792 -1.258 -3.152 -0.023 0.021 -0.003
C 2.037 -2.578 -2.806 0.012 -0.089 0.050
C 2.659 -2.900 -1.594 -0.068 -0.009 -0.103
C 2.999 -1.908 -0.708 -0.029 0.039 0.105
H 3.217 1.500 -0.437 -0.076 0.023 0.001
H 3.410 0.230 0.880 0.004 0.019 0.010
H 2.104 0.795 -2.606 -0.084 0.010 0.047
H 1.337 -1.018 -4.103 0.016 0.000 -0.003
H 1.755 -3.370 -3.487 0.005 0.004 0.003
H 2.860 -3.934 -1.347 -0.010 0.001 -0.017
H 3.448 -2.147 0.247 -0.023 0.003 0.000
```
Forces are in eV/Å.

=====

# 3
# C29H29N4O7PS2SeW

A structure of composition C29H29N4O7PS2SeW at a distorted geometry (ωB97M-V/def2-TZVPD, the OMol25 dataset).

Output
Energy ... -148964.623 eV
Net charge ... +1
Spin multiplicity ... 2
HOMO-LUMO gap (spin up / spin down) ... 6.58 / 6.14 eV
Energy above the lowest of the compared OMol25 structures with the same formula, charge and spin ... 140.6 kJ/mol

```
74
Properties=species:S:1:pos:R:3:forces:R:3
W 0.281 -0.001 0.491 0.796 0.130 -0.639
C -0.241 -2.229 0.165 -0.082 -0.086 0.069
C -0.451 -1.889 1.528 -0.088 -0.128 0.040
C -1.544 -0.982 1.593 -0.014 -0.061 0.089
C -2.006 -0.766 0.282 0.050 0.008 0.088
C -1.195 -1.519 -0.601 -0.068 0.049 0.091
H 0.525 -2.881 -0.220 -0.023 -0.026 -0.001
H 0.110 -2.233 2.378 -0.009 -0.055 -0.013
H -1.919 -0.499 2.478 -0.001 -0.030 0.021
H -2.776 -0.072 0.000 -0.057 -0.057 0.008
H -1.273 -1.522 -1.675 -0.021 -0.029 0.003
C 12.669 -2.453 -5.286 0.006 -0.015 0.015
O 11.571 -1.728 -5.820 0.003 0.009 -0.016
C 10.435 -1.673 -5.100 -0.042 0.007 0.019
C 9.386 -0.941 -5.669 0.032 -0.002 -0.019
C 8.187 -0.824 -5.010 -0.043 -0.005 0.038
C 7.996 -1.431 -3.763 0.057 -0.001 -0.013
C 9.040 -2.162 -3.210 -0.037 0.015 -0.006
C 10.256 -2.287 -3.864 0.035 -0.021 0.018
C 6.710 -1.282 -3.091 -0.101 0.053 -0.045
N 5.605 -0.841 -3.655 0.039 -0.074 -0.009
C 4.669 -0.854 -2.663 -0.007 0.068 0.010
C 5.201 -1.303 -1.477 -0.014 -0.026 -0.016
N 6.512 -1.585 -1.768 0.054 -0.012 0.050
C 4.432 -1.444 -0.290 -0.059 0.036 -0.137
C 4.891 -1.995 0.915 -0.026 -0.016 0.080
C 4.031 -2.098 1.972 0.124 -0.039 -0.041
C 2.732 -1.616 1.838 -0.109 0.034 -0.004
N 2.268 -1.104 0.709 0.074 -0.042 0.164
C 3.092 -1.023 -0.362 0.060 -0.095 0.111
C 2.519 -0.543 -1.586 -0.010 0.052 -0.167
N 1.200 -0.199 -1.584 0.100 -0.080 0.083
C 0.644 0.103 -2.752 -0.191 0.012 0.125
C 1.339 0.147 -3.955 0.153 -0.019 -0.102
C 2.684 -0.123 -3.961 -0.123 0.028 0.004
C 3.290 -0.492 -2.758 0.103 -0.035 0.101
H 13.469 -2.361 -6.014 0.001 0.002 -0.001
H 12.418 -3.507 -5.154 -0.006 0.000 -0.008
H 12.994 -2.029 -4.334 -0.001 0.010 -0.004
H 9.548 -0.473 -6.630 -0.001 0.000 0.001
H 7.375 -0.257 -5.443 0.012 0.003 -0.014
H 8.916 -2.672 -2.261 0.022 -0.009 -0.002
H 11.045 -2.867 -3.410 -0.003 -0.001 0.003
H 7.231 -1.859 -1.121 0.006 0.006 -0.008
H 5.914 -2.337 1.006 0.003 0.005 -0.001
H 4.348 -2.508 2.920 -0.022 0.007 0.011
H 2.068 -1.593 2.687 0.009 -0.010 0.008
H -0.408 0.341 -2.747 0.006 0.010 -0.012
H 0.810 0.408 -4.860 -0.027 0.004 0.016
H 3.280 -0.082 -4.863 0.008 0.000 0.002
C -4.909 4.302 0.590 0.028 -0.017 -0.022
C -3.895 3.384 -0.048 -0.034 0.025 0.043
O -2.581 3.970 0.106 0.049 0.065 -0.232
P -1.342 3.119 0.603 -0.054 -0.283 0.460
S -1.547 2.184 2.278 -0.235 0.226 0.068
S -0.971 1.724 -0.878 -0.013 0.308 0.176
O -0.193 4.180 0.644 -0.082 0.049 -0.103
C 0.076 5.086 -0.457 0.033 0.038 -0.031
C -0.430 6.468 -0.122 -0.005 -0.033 0.015
H -5.912 3.906 0.428 -0.006 0.009 0.015
H -4.855 5.297 0.151 -0.007 0.000 -0.002
H -4.729 4.379 1.662 -0.007 0.006 0.001
H -4.068 3.265 -1.118 0.011 -0.014 -0.003
H -3.907 2.402 0.429 0.008 -0.005 -0.003
H -0.380 4.698 -1.371 0.009 -0.013 0.006
H 1.158 5.071 -0.577 0.001 -0.014 -0.002
H -1.515 6.469 -0.025 0.003 0.003 0.003
H -0.148 7.163 -0.913 0.002 0.002 -0.002
H 0.007 6.811 0.815 0.005 0.010 -0.006
O 3.499 1.011 2.380 0.336 -0.171 0.066
Se 2.025 1.579 2.203 -0.247 0.037 0.011
O 1.661 2.974 2.837 -0.054 0.273 0.129
O 1.596 1.484 0.522 0.028 0.074 -0.250
O 0.868 0.342 2.498 -0.338 -0.146 -0.328
```
Forces are in eV/Å.

=====

Which value of energy above the lowest of the compared OMol25 structures with the same formula, charge and spin does entry 1 give?
17.5 kJ/mol